Entry 1:
Density functional theory data (ωB97M-V/def2-TZVPD) for a structure of composition C21H20AlBBr3ClF9NNaO2 in a non-equilibrium geometry.

Geometry as XYZ:
```
60
Properties=species:S:1:pos:R:3:nbo_charge:R:1
F -1.28 2.34 -1.54 -0.3545
C -1.36 3.14 -2.67 0.0290
C 0.09 3.35 -3.06 -0.3820
C 0.33 3.67 -4.57 -0.0650
C -0.52 4.76 -5.20 -0.4250
C -1.54 3.90 -6.04 -0.5293
C -1.04 2.54 -6.05 0.3488
N 0.01 2.43 -5.28 -0.5110
H -1.97 2.63 -3.41 0.2005
H -1.84 4.07 -2.37 0.1993
H 0.55 4.10 -2.44 0.2451
H 0.58 2.39 -2.89 0.0806
H 1.37 3.98 -4.57 0.2154
H -0.95 5.49 -4.53 0.2443
H 0.15 5.28 -5.87 0.2206
H -2.61 4.06 -5.96 0.3407
H -1.35 4.22 -7.07 0.3183
H -1.51 1.74 -6.65 0.3625
H 0.58 1.64 -5.08 0.3412
B -3.76 0.98 -0.81 1.3671
F -3.97 2.32 -0.59 -0.5445
F -3.41 0.72 -2.10 -0.5320
F -2.77 0.52 0.06 -0.5659
F -5.00 0.22 -0.42 -0.6615
F -2.69 2.32 -7.70 -0.8727
Al -5.73 -0.04 1.21 0.9349
F -5.83 1.30 -2.40 -0.0633
F -7.07 2.00 -4.45 -0.9175
Na 1.26 0.78 -3.45 0.9787
C -1.46 0.16 2.78 -0.2099
C -0.64 0.75 1.82 -0.1779
C 0.67 0.34 1.69 -0.1808
C 1.19 -0.64 2.52 -0.1150
C 0.38 -1.21 3.51 -0.0761
C -0.95 -0.81 3.63 -0.1811
C 0.93 -2.23 4.44 0.5255
O 0.23 -2.73 5.30 -0.5576
C 2.37 -2.61 4.31 -0.0708
C 2.91 -3.51 5.21 -0.2160
C 4.23 -3.89 5.10 -0.2104
C 5.02 -3.38 4.07 -0.1970
C 4.49 -2.47 3.17 -0.1407
C 3.17 -2.07 3.29 -0.1393
C 2.62 -1.07 2.34 0.5101
O 3.27 -0.61 1.44 -0.4567
H -2.49 0.47 2.88 0.2028
H -1.04 1.51 1.17 0.2308
H 1.31 0.79 0.94 0.2204
H -1.57 -1.26 4.38 0.2278
H 2.30 -3.92 6.00 0.2295
H 4.65 -4.60 5.80 0.2117
H 6.06 -3.68 3.98 0.2132
H 5.10 -2.06 2.37 0.2859
F -6.69 0.25 -3.04 -0.0105
C 2.06 -7.17 5.31 -0.4992
Br 0.94 -8.69 4.95 0.0853
Br 1.79 -6.50 7.09 0.0909
Br 3.91 -7.57 4.95 0.0955
H 1.77 -6.39 4.63 0.2351
Cl 4.74 -2.06 -0.12 -0.9281
```

Results
Total charge   -1
Lowest unoccupied orbital energy   -1.384 eV
Gap between HOMO and LUMO   2.304 eV
E_HOMO   -0.13552 Eh

=====

Entry 2:
Density functional theory data (ωB97M-V/def2-TZVPD) for a structure of composition C41H48N7O2SSn in a non-equilibrium geometry.

Geometry as XYZ:
```
100
Properties=species:S:1:pos:R:3:nbo_charge:R:1
Sn -0.15 -0.09 0.24 2.0972
C -5.73 -0.49 3.38 -0.6133
C -4.60 0.53 3.48 -0.2185
N -3.28 -0.10 3.53 -0.5739
C -2.60 -0.51 2.45 0.2665
S -0.99 -1.03 2.68 -0.1281
N -3.22 -0.49 1.30 -0.4223
N -2.63 -0.62 0.11 -0.2951
C -3.27 -1.24 -0.82 0.2701
C -4.50 -2.04 -0.48 -0.6813
C -2.81 -1.24 -2.21 0.1933
C -3.50 -2.02 -3.14 -0.2303
C -3.09 -2.03 -4.46 -0.1491
C -2.03 -1.24 -4.83 -0.2275
C -1.42 -0.47 -3.85 0.0567
N -1.78 -0.48 -2.57 -0.4430
H -6.69 0.02 3.43 0.2233
H -5.68 -1.20 4.21 0.2122
H -5.67 -1.04 2.44 0.2076
H -4.71 1.14 4.37 0.2127
H -4.61 1.17 2.60 0.2126
H -2.85 -0.26 4.42 0.4127
H -4.74 -1.90 0.57 0.2536
H -4.31 -3.10 -0.67 0.2450
H -5.35 -1.71 -1.08 0.2414
H -4.34 -2.62 -2.83 0.2298
H -3.61 -2.64 -5.19 0.2341
H -1.68 -1.20 -5.85 0.2387
H -0.59 0.16 -4.10 0.2127
O 2.55 -1.52 -2.69 -0.5526
C 1.81 -1.50 -1.74 0.7644
O 1.49 -0.42 -1.08 -0.8387
C 1.26 -2.84 -1.26 0.1204
C 1.95 -3.97 -1.75 -0.2273
C 1.55 -5.20 -1.37 -0.1068
C 0.43 -5.34 -0.53 -0.0970
C -0.04 -6.61 -0.13 -0.1606
C -1.18 -6.73 0.60 -0.1990
C -1.87 -5.57 1.01 -0.1990
C -1.41 -4.33 0.68 -0.1626
C -0.25 -4.17 -0.11 0.1398
N 0.21 -2.91 -0.47 -0.4435
H 2.79 -3.80 -2.41 0.2611
H 2.07 -6.09 -1.71 0.2290
H 0.51 -7.49 -0.44 0.2230
H -1.57 -7.70 0.87 0.2288
H -2.77 -5.67 1.60 0.2235
H -1.91 -3.46 1.03 0.2090
C 2.17 2.25 -1.44 -0.5909
C 1.53 3.61 -1.69 -0.2438
C 2.00 4.61 -0.62 -0.6023
C 0.00 3.64 -1.83 0.0158
C -0.49 4.47 -2.84 -0.2092
C -1.84 4.59 -3.10 -0.1812
C -2.74 3.86 -2.35 -0.2357
C -2.32 3.00 -1.35 0.0936
C -3.37 2.33 -0.49 -0.2677
C -4.40 1.59 -1.34 -0.6066
C -4.06 3.40 0.37 -0.5952
C -0.94 2.90 -1.07 0.0427
N -0.49 2.14 0.04 -0.6939
C -0.06 2.79 1.08 0.1664
C 0.72 2.20 2.06 -0.0003
C 1.31 2.79 3.19 -0.1881
C 2.18 1.83 3.69 -0.3093
C 2.10 0.70 2.84 0.2469
N 1.19 0.95 1.88 -0.6512
C 2.95 -0.55 2.95 -0.1088
C 4.12 -0.32 3.91 -0.5968
C 3.51 -0.92 1.57 -0.5810
C 2.11 -1.72 3.48 -0.5845
H 3.25 2.32 -1.50 0.2236
H 1.85 1.55 -2.20 0.2219
H 1.92 1.83 -0.47 0.1937
H 1.92 3.97 -2.65 0.2151
H 1.88 4.21 0.39 0.1978
H 1.44 5.55 -0.69 0.2128
H 3.06 4.84 -0.76 0.2214
H 0.21 5.05 -3.42 0.2182
H -2.19 5.27 -3.86 0.2233
H -3.80 3.97 -2.54 0.2150
H -2.88 1.62 0.17 0.2143
H -5.05 2.29 -1.87 0.2151
H -5.03 0.96 -0.71 0.2085
H -3.91 0.97 -2.09 0.2062
H -4.37 4.24 -0.25 0.2141
H -3.37 3.78 1.13 0.2076
H -4.93 2.99 0.87 0.2080
H -0.24 3.86 1.17 0.2315
H 1.11 3.78 3.56 0.2313
H 2.84 1.94 4.53 0.2354
H 4.74 0.52 3.58 0.2185
H 4.75 -1.21 3.95 0.2189
H 3.77 -0.12 4.93 0.2129
H 4.09 -0.10 1.15 0.2219
H 2.70 -1.15 0.88 0.1935
H 4.16 -1.79 1.65 0.2174
H 1.62 -1.45 4.42 0.2181
H 2.74 -2.59 3.66 0.2197
H 1.34 -2.00 2.76 0.1959
```

Results
Total charge   +1
Lowest unoccupied orbital energy   -4.854 eV
Gap between HOMO and LUMO   5.684 eV
E_HOMO   -0.38726 Eh

=====

Entry 3:
Density functional theory data (ωB97M-V/def2-TZVPD) for the molecule C3H10O3P2 in a non-equilibrium geometry.

Geometry as XYZ:
```
18
Properties=species:S:1:pos:R:3:nbo_charge:R:1
C -0.26 1.27 -0.12 -0.1446
C -1.89 -0.48 0.39 -0.1179
C -0.58 0.06 0.61 0.1428
O 0.11 0.73 -1.43 -0.7632
O -2.11 -0.64 -1.00 -0.7179
O -0.28 0.05 2.00 -0.7143
P 2.62 -0.09 0.09 -0.0686
P 0.87 -1.23 -0.28 0.1465
H 0.61 1.85 0.16 0.2046
H -1.23 1.78 -0.06 0.1994
H -2.03 -1.35 0.95 0.1844
H -2.74 0.22 0.56 0.1923
H -0.01 1.40 -2.19 0.4996
H -1.33 -1.17 -1.38 0.4796
H 0.74 0.24 2.01 0.4795
H 2.87 0.32 -1.36 0.0219
H 3.60 -1.11 0.03 0.0201
H 1.04 -1.85 1.03 -0.0442
```

Results
Relative energy (zero: lowest compared OMol25 entry of this formula, charge and spin)   161.5 kcal/mol
SMILES   OCC(O)(CO)[PH]#[PH2]
Total charge   0
Lowest unoccupied orbital energy   0.532 eV
Gap between HOMO and LUMO   8.838 eV
E_HOMO   -0.30524 Eh

=====

Entry 4:
Density functional theory data (ωB97M-V/def2-TZVPD) for the molecule C15H20N2O3S2 in a non-equilibrium geometry.

Geometry as XYZ:
```
42
Properties=species:S:1:pos:R:3:nbo_charge:R:1
O -0.21 -3.88 0.01 -0.9148
O -2.70 -3.47 0.20 -0.9048
N -0.83 -1.13 3.53 -0.1688
O 0.08 -0.11 3.88 -0.2964
S 2.28 -1.83 1.32 0.2752
C -0.34 -1.79 2.58 0.3189
C 1.00 -1.25 2.25 -0.3906
C 1.20 -0.23 3.12 0.3653
C -0.46 -0.19 -2.17 -0.2172
C -1.50 0.96 -0.35 -0.1516
C -0.66 -1.43 -1.61 -0.2014
C -1.71 -0.26 0.26 -0.2470
C -0.83 1.04 -1.63 -0.0013
C -1.10 -1.40 -0.32 -0.2584
N -1.17 -2.72 2.15 -0.8380
C 2.54 -3.48 2.09 -0.7358
C 2.41 0.64 3.43 -0.6825
C 0.60 3.06 -1.88 -0.6228
C -1.87 3.27 -2.33 -0.5991
C -0.30 1.90 -3.93 -0.6027
C -0.61 2.33 -2.45 -0.0935
S -1.31 -3.03 0.56 2.2060
H 0.24 -0.42 -3.05 0.2236
H -2.07 1.91 -0.03 0.2162
H -0.09 -2.34 -2.04 0.2584
H -2.24 -0.45 1.20 0.2299
H -2.13 -2.71 2.56 0.4562
H 1.96 -4.40 1.58 0.2496
H 2.29 -3.30 3.12 0.2152
H 3.62 -3.65 2.02 0.2253
H 2.89 0.48 4.42 0.2455
H 3.30 0.53 2.79 0.2558
H 2.06 1.70 3.32 0.2410
H 0.33 4.11 -1.53 0.2140
H 1.04 2.58 -0.97 0.2226
H 1.54 3.18 -2.53 0.2227
H -1.89 4.11 -2.99 0.2190
H -2.75 2.63 -2.52 0.2143
H -1.92 3.60 -1.28 0.2051
H -0.18 2.88 -4.41 0.2127
H 0.62 1.22 -3.93 0.2147
H -1.13 1.33 -4.45 0.2192
```

Results
Relative energy (zero: lowest compared OMol25 entry of this formula, charge and spin)   109.8 kcal/mol
SMILES   CSc1c(NS(=O)(=O)c2ccc(C(C)(C)C)cc2)noc1C
Total charge   0
Lowest unoccupied orbital energy   0.482 eV
Gap between HOMO and LUMO   9.105 eV
E_HOMO   -0.31688 Eh

=====

Entry 5:
Density functional theory data (ωB97M-V/def2-TZVPD) for a structure of composition C22H44B2Be2Cl2CsF5N3O11P2Si2 in a non-equilibrium geometry.

Geometry as XYZ:
```
96
Properties=species:S:1:pos:R:3:mulliken_charge:R:1
N 1.75 -0.12 -0.43 -0.4745
P 0.50 0.88 -0.11 0.5694
O 0.15 0.83 1.61 -0.3391
O -0.87 0.34 -1.09 -0.4988
Si 0.87 3.00 -0.67 0.2621
O -0.64 3.91 -0.79 -0.1374
Si -1.47 3.98 0.76 0.5697
C -3.34 3.49 0.68 0.1305
B -3.66 2.17 -0.26 0.6699
O -3.87 0.85 0.42 -0.4707
O -3.75 2.17 -1.74 -0.5548
H 1.34 -0.81 -1.13 0.1945
H 1.07 0.89 2.06 0.2401
H -1.09 1.13 -1.71 0.1982
H 1.89 3.63 0.17 -0.1043
H 1.45 2.95 -2.04 -0.1132
H -1.46 5.41 1.16 -0.4576
H -0.72 3.28 1.82 -0.0025
H -3.89 4.41 0.16 -0.1558
H -3.72 3.31 1.79 -0.2077
H -4.08 1.04 1.39 0.3160
H -3.36 1.27 -2.01 0.2475
O -0.90 2.84 -4.38 -0.8607
H -1.06 3.20 -3.53 0.1825
Cs -2.78 6.67 -0.41 1.1083
Be -0.98 -1.49 0.55 0.2160
F -7.07 4.33 -2.40 -0.2792
C -7.03 3.75 -3.60 0.1424
C -8.08 3.92 -4.49 -0.2515
C -8.04 3.32 -5.74 -0.2189
C -6.94 2.53 -6.09 -0.5447
C -5.88 2.36 -5.20 -0.5481
C -5.92 2.97 -3.95 -0.1716
H -8.93 4.53 -4.19 0.3245
H -8.86 3.45 -6.44 0.2803
H -6.90 2.06 -7.07 0.3632
H -5.03 1.74 -5.47 0.4076
H -5.11 2.86 -3.24 0.5469
C 7.43 0.73 0.15 -1.6353
C 7.51 1.16 -1.33 1.2105
C 8.42 0.17 -2.11 -1.1731
C 7.84 -1.22 -2.33 -0.6529
C 6.31 -1.25 -2.38 -1.3193
C 5.65 0.11 -2.76 1.6699
N 6.11 1.13 -1.80 0.8977
O 5.56 2.38 -2.03 -0.4056
C 4.12 -0.10 -2.58 -2.1433
C 5.92 0.42 -4.25 -1.6031
C 8.24 2.53 -1.38 -1.7442
H 6.83 1.43 0.74 0.4941
H 8.43 0.70 0.61 0.3759
H 6.99 -0.26 0.27 0.3541
H 8.66 0.60 -3.09 0.3621
H 9.39 0.06 -1.60 0.5457
H 8.24 -1.63 -3.27 0.3131
H 8.17 -1.90 -1.54 0.3637
H 5.99 -2.04 -3.07 0.5694
H 5.95 -1.56 -1.40 0.3462
H 3.87 -0.28 -1.53 0.6133
H 3.77 -0.96 -3.16 0.4187
H 3.55 0.78 -2.92 0.4246
H 5.54 -0.38 -4.89 0.3764
H 6.99 0.53 -4.48 0.3401
H 5.42 1.34 -4.57 0.4068
H 9.25 2.45 -0.95 0.3927
H 7.71 3.30 -0.80 0.3908
H 8.34 2.89 -2.41 0.4185
Cl -2.94 -6.36 3.40 -0.2535
C -2.56 -4.68 2.97 -0.3908
C -1.26 -4.20 3.61 -0.1731
Cl -1.40 -4.04 5.37 -0.1981
H -3.41 -4.05 3.26 0.3305
H -2.47 -4.64 1.88 0.2512
H -1.00 -3.21 3.22 0.0201
H -0.43 -4.89 3.39 0.3159
O 2.28 2.43 4.94 -0.4505
P 3.17 2.37 3.68 0.9200
O 3.00 1.00 3.00 -0.5381
O 4.64 2.57 4.08 -0.5331
O 2.74 3.48 2.71 -0.4115
Be -10.63 3.21 -4.85 -0.0135
N -4.10 -9.01 5.66 0.1446
C -4.29 -8.70 6.99 -0.3740
C -4.83 -9.81 7.60 -0.4870
C -4.97 -10.81 6.62 -0.4678
C -4.51 -10.29 5.43 -0.3852
H -3.72 -8.38 4.97 0.1851
H -4.02 -7.73 7.38 0.3618
H -5.10 -9.88 8.65 0.3697
H -5.37 -11.81 6.76 0.3651
H -4.44 -10.72 4.44 0.3336
B -4.83 1.99 4.27 0.6004
F -3.86 1.38 5.16 -0.4004
F -4.35 3.30 3.84 -0.4553
F -5.02 1.14 3.10 -0.4780
F -6.10 2.14 4.96 -0.3739
```

Results
Total charge   -1
Lowest unoccupied orbital energy   -2.995 eV
Gap between HOMO and LUMO   1.963 eV
E_HOMO   -0.18220 Eh

=====

Entry 6:
Density functional theory data (ωB97M-V/def2-TZVPD) for a cluster of 2 separate species, H4P2S in total in a non-equilibrium geometry.

Geometry as XYZ:
```
7
Properties=species:S:1:pos:R:3:nbo_charge:R:1
P -1.70 0.56 -0.13 0.0111
P -0.75 -1.31 -0.06 0.0653
S 2.18 0.71 0.04 -0.1686
H -1.10 0.79 -1.34 -0.0067
H -0.47 1.03 0.46 0.0152
H -0.54 -1.16 1.37 -0.0389
H 2.38 -0.63 -0.34 0.1226
```

Results
Relative energy (zero: lowest compared OMol25 entry of this formula, charge and spin)   61.2 kcal/mol
Total charge   0
Lowest unoccupied orbital energy (alpha / beta)   -1.296 / -2.497 eV
Gap between HOMO and LUMO (alpha / beta)   8.577 / 5.826 eV
E_HOMO (alpha / beta)   -0.36280 / -0.30584 Eh